[1]
{
  "formula": "C28H47Cl3N2O3PRuSi",
  "method": "ωB97M-V/def2-TZVPD",
  "charge": 0,
  "fmax_ev_per_a": 6.21,
  "multiplicity": 6,
  "orbital_gap_ev": [7.31, 7.30],
  "total_energy_ha": -3536.68586,
  "elements": ["Ru", "Cl", "Cl", "Cl", "P", "Si", "O", "O", "O", "N", "N", "C", "C", "C", "C", "C", "C", "C", "C", "C", "C", "C", "C", "C", "C", "C", "C", "C", "C", "C", "C", "C", "C", "C", "C", "C", "C", "C", "C", "H", "H", "H", "H", "H", "H", "H", "H", "H", "H", "H", "H", "H", "H", "H", "H", "H", "H", "H", "H", "H", "H", "H", "H", "H", "H", "H", "H", "H", "H", "H", "H", "H", "H", "H", "H", "H", "H", "H", "H", "H", "H", "H", "H", "H", "H", "H"],
  "coordinates": [[0.010, 0.099, 0.591], [-2.279, 0.916, 0.770], [0.533, -1.909, 1.516], [-2.851, -2.243, -0.465], [1.887, 1.235, 0.697], [-4.185, -2.063, 1.189], [-0.130, 0.821, 2.615], [-0.424, 2.065, -0.963], [0.160, -0.866, -1.319], [-0.877, 1.308, -3.107], [-1.276, 1.008, 4.552], [1.867, 2.553, 2.000], [0.200, -3.211, -5.331], [2.614, 2.458, 3.178], [1.100, 3.690, 1.745], [1.117, 4.757, 2.648], [-0.598, 0.285, 3.659], [0.427, -2.609, -2.917], [-1.394, 2.458, 4.403], [4.810, -1.645, -1.954], [0.869, -2.541, -4.184], [1.054, -1.837, -1.749], [-0.482, 1.347, -4.506], [2.603, 3.513, 4.095], [-2.062, 0.520, -2.802], [-0.213, 2.059, -2.198], [-0.740, -3.404, -2.493], [-1.862, 0.362, 5.722], [2.601, -0.269, -3.005], [4.995, -0.575, -2.830], [2.432, -1.317, -2.099], [3.901, 0.104, -3.373], [3.169, 0.062, 1.224], [2.647, 2.216, -0.647], [-5.183, -0.551, 0.670], [3.520, -2.007, -1.572], [-5.373, -3.546, 1.180], [-3.027, -2.080, 2.673], [1.898, 4.685, 3.807], [3.635, 2.603, -0.359], [-1.464, -3.542, -3.299], [-0.105, -2.452, -6.063], [-1.121, 0.221, 6.527], [-0.466, -4.379, -2.059], [1.200, -2.595, -0.964], [1.747, -1.950, -4.440], [5.656, -2.216, -1.560], [0.873, -3.902, -5.856], [-2.221, -0.631, 5.423], [-0.015, 0.400, -4.824], [4.020, 0.584, 1.674], [2.771, 1.580, -1.529], [-4.858, -4.515, 1.122], [-0.422, 2.936, 4.564], [-6.057, -3.505, 0.323], [-1.744, 2.701, 3.391], [1.695, 0.186, -3.437], [-0.497, -0.792, 3.886], [0.499, 5.634, 2.443], [2.708, -0.640, 1.931], [4.036, 0.922, -4.083], [-2.349, 0.655, -1.754], [3.318, -2.840, -0.894], [-0.685, -3.786, -5.038], [-4.713, -0.065, -0.202], [1.945, 5.537, 4.489], [-2.880, 0.835, -3.471], [-3.308, -1.349, 3.443], [0.573, 2.709, -2.643], [-3.045, -3.089, 3.131], [-6.195, -0.890, 0.369], [0.239, 2.160, -4.638], [-1.868, -0.547, -2.993], [-5.288, 0.186, 1.481], [6.006, -0.265, -3.086], [-1.363, 1.514, -5.143], [-5.999, -3.551, 2.088], [-2.000, -1.883, 2.330], [-2.692, 0.967, 6.099], [3.191, 1.551, 3.393], [-1.232, -2.833, -1.684], [1.993, 3.059, -0.898], [-2.112, 2.811, 5.149], [3.138, 3.408, 5.039], [0.482, 3.727, 0.844], [3.518, -0.517, 0.360]]
}

[2]
{
  "formula": "C42H38CuINO2P2",
  "method": "ωB97M-V/def2-TZVPD",
  "charge": 0,
  "fmax_ev_per_a": 0.24,
  "multiplicity": 2,
  "orbital_gap_ev": [7.62, 7.55],
  "total_energy_ha": -4449.39069,
  "elements": ["I", "Cu", "P", "P", "O", "O", "N", "C", "C", "C", "C", "C", "C", "C", "C", "C", "C", "C", "C", "C", "C", "C", "C", "C", "C", "C", "C", "C", "C", "C", "C", "C", "C", "C", "C", "C", "C", "C", "C", "C", "C", "C", "C", "C", "C", "C", "C", "C", "C", "H", "H", "H", "H", "H", "H", "H", "H", "H", "H", "H", "H", "H", "H", "H", "H", "H", "H", "H", "H", "H", "H", "H", "H", "H", "H", "H", "H", "H", "H", "H", "H", "H", "H", "H", "H", "H", "H"],
  "coordinates": [[1.261, -0.697, 3.976], [1.065, 0.053, 1.069], [-1.921, -1.156, 0.325], [-0.096, -0.363, -1.993], [1.107, -0.095, -1.154], [-1.014, -0.372, 1.212], [0.875, -2.785, 0.769], [-2.718, -4.004, 3.067], [1.174, -2.141, -6.020], [1.279, -2.888, -4.853], [3.295, -1.106, 3.681], [-5.569, 0.146, -1.008], [-2.268, 1.073, -3.023], [-3.279, -5.035, 2.327], [-2.469, -2.701, 1.062], [-4.493, -0.678, -0.718], [-1.426, 3.440, -1.839], [-2.312, -2.838, 2.437], [-5.540, 1.481, -0.624], [1.137, 1.982, 1.319], [4.089, -0.800, 4.752], [3.838, -1.630, 2.467], [0.342, -1.055, -3.600], [6.044, -1.501, 3.572], [5.888, -2.327, 1.284], [1.600, 5.348, 0.400], [1.122, 3.188, 1.475], [5.164, -2.646, 0.177], [-1.205, -1.614, -1.279], [-3.429, -4.906, 0.953], [0.249, -0.308, -4.770], [-3.358, 1.171, 0.336], [1.630, -1.808, 1.092], [2.040, 5.014, 2.842], [-3.022, -3.741, 0.320], [-2.590, 3.411, -2.589], [3.770, -2.473, 0.191], [5.480, -1.001, 4.703], [1.113, 4.647, 1.675], [-0.315, 5.110, 1.999], [-3.016, 2.225, -3.180], [3.099, -1.991, 1.291], [0.868, -2.346, -3.647], [-3.384, -0.167, -0.049], [0.663, -0.853, -5.978], [-1.090, 1.104, -2.275], [5.252, -1.819, 2.443], [-4.439, 1.991, 0.046], [-0.669, 2.286, -1.675], [-2.587, -4.112, 4.136], [-4.416, 3.032, 0.343], [-3.592, -5.946, 2.820], [-1.101, 4.361, -1.370], [-0.996, 4.850, 1.186], [-3.854, -5.715, 0.373], [1.495, -2.565, -6.963], [-3.120, -3.661, -0.757], [3.060, 4.689, 2.634], [5.652, -3.025, -0.712], [-0.591, -2.496, -1.078], [-3.177, 4.312, -2.711], [-2.486, 1.554, 0.854], [-0.341, 6.194, 2.142], [-1.994, -1.855, -1.996], [6.085, -0.751, 5.565], [-3.933, 2.202, -3.755], [-6.383, 2.124, -0.848], [-6.432, -0.254, -1.523], [7.114, -1.662, 3.509], [0.971, -2.926, -2.737], [0.956, 5.102, -0.446], [6.964, -2.449, 1.302], [-4.529, -1.723, -1.004], [0.225, 2.295, -1.060], [-0.676, 4.627, 2.908], [3.643, -0.394, 5.649], [2.613, 5.031, 0.153], [-0.143, 0.700, -4.740], [1.595, 6.433, 0.536], [1.709, 4.526, 3.759], [-1.848, -2.037, 2.997], [3.195, -2.697, -0.699], [1.687, -3.890, -4.884], [-2.602, 0.150, -3.485], [1.384, -3.676, 0.795], [0.590, -0.267, -6.885], [2.041, 6.096, 3.001]]
}

[3]
{
  "formula": "C50H48Br2CaI2N4O8P2Se2",
  "method": "ωB97M-V/def2-TZVPD",
  "charge": -2,
  "fmax_ev_per_a": 2.64,
  "orbital_gap_ev": 5.86,
  "total_energy_ha": -14662.00705,
  "elements": ["I", "I", "Br", "Br", "Se", "Se", "Ca", "P", "P", "O", "O", "O", "O", "O", "O", "O", "O", "N", "N", "N", "N", "C", "C", "C", "C", "C", "C", "C", "C", "C", "C", "C", "C", "C", "C", "C", "C", "C", "C", "C", "C", "C", "C", "C", "C", "C", "C", "C", "C", "C", "C", "C", "C", "C", "C", "C", "C", "C", "C", "C", "C", "C", "C", "C", "C", "C", "C", "C", "C", "C", "C", "H", "H", "H", "H", "H", "H", "H", "H", "H", "H", "H", "H", "H", "H", "H", "H", "H", "H", "H", "H", "H", "H", "H", "H", "H", "H", "H", "H", "H", "H", "H", "H", "H", "H", "H", "H", "H", "H", "H", "H", "H", "H", "H", "H", "H", "H", "H", "H"],
  "coordinates": [[-5.744, -2.853, 7.723], [-4.230, -1.765, 4.955], [8.560, 0.479, 0.288], [5.329, 5.652, -3.726], [-2.719, -1.461, 2.761], [-3.001, -1.550, -0.820], [1.384, 0.895, -0.316], [2.824, -2.357, -0.890], [-4.079, -1.509, 0.996], [-0.585, 1.678, -1.368], [-1.598, 3.368, -7.367], [2.575, -3.366, 0.394], [4.295, -2.208, -1.005], [0.305, 4.379, -7.678], [1.952, -1.130, -0.798], [1.969, 1.338, -2.694], [2.172, -3.264, -2.085], [2.805, 3.394, -0.463], [0.423, 1.285, 1.706], [-0.407, 3.568, -7.083], [3.868, 0.905, 0.379], [-6.450, 2.440, 1.106], [1.342, -0.648, 5.347], [6.082, 1.652, -0.009], [0.053, 1.004, 4.069], [-7.377, -4.759, 0.843], [2.523, -3.239, -3.493], [3.922, -3.742, -3.671], [4.044, 2.997, -0.790], [0.079, -3.511, 0.259], [6.633, 0.441, 0.418], [-5.328, -3.823, 0.051], [-0.969, 0.907, 5.003], [-0.263, 5.412, 3.843], [-6.240, 0.094, 0.538], [4.696, 1.783, -0.122], [-5.217, 2.408, 1.755], [-5.377, -2.832, 1.075], [-0.487, 6.074, 2.650], [0.103, 2.958, -5.912], [-0.116, 1.920, -3.720], [2.955, 5.122, -2.117], [-4.975, 0.056, 1.149], [2.393, -1.785, -4.022], [4.255, 4.771, -2.371], [2.106, 2.167, -4.850], [-0.731, 2.376, -4.923], [-0.813, 0.105, 6.139], [4.429, -0.176, 0.906], [1.472, -5.403, 0.834], [-0.935, 1.629, -2.568], [0.298, -0.719, 6.277], [5.794, -0.522, 0.888], [4.819, 3.672, -1.758], [-4.472, 1.220, 1.720], [1.270, -3.328, 2.379], [1.330, -3.917, 0.978], [-0.459, 3.227, 2.798], [1.537, -4.171, -4.152], [2.262, 4.382, -1.122], [-0.697, 3.858, 1.549], [1.519, 2.838, -5.882], [-0.283, 4.039, 3.944], [1.331, 1.779, -3.680], [-0.718, 5.281, 1.496], [-6.373, -4.714, -0.133], [-0.026, 1.779, 2.746], [1.204, 0.193, 4.264], [-6.353, -2.925, 2.045], [-7.372, -3.914, 1.939], [-6.922, 1.320, 0.414], [1.868, 0.340, 3.421], [1.334, -5.721, -0.172], [-1.825, 2.418, -4.900], [1.504, -1.204, -3.659], [-4.831, 3.261, 2.300], [-0.799, -3.958, 0.748], [-1.934, 1.363, -2.928], [4.578, -3.009, -3.267], [-7.918, 1.360, -0.039], [1.749, -4.334, -5.193], [3.152, 1.918, -4.797], [0.600, -5.825, 1.390], [-8.195, -5.419, 0.735], [2.127, 3.209, -6.749], [-0.855, 5.725, 0.546], [-4.447, -3.792, -0.565], [-1.587, -0.030, 6.863], [1.241, 4.692, -0.860], [3.782, -0.929, 1.398], [-1.882, 1.460, 4.835], [4.054, -4.700, -3.194], [-0.398, 7.121, 2.469], [3.328, -1.244, -3.748], [-3.495, 1.278, 2.120], [-0.116, 6.055, 4.731], [4.104, -3.732, -4.780], [0.320, -3.643, 2.833], [2.632, 6.019, -2.663], [2.179, -1.326, 5.352], [6.199, -1.455, 1.297], [-8.093, -4.085, 2.710], [-6.712, -0.845, 0.154], [2.307, -1.901, -5.131], [-0.750, 3.319, 0.592], [1.641, -5.197, -3.726], [2.093, -3.780, 2.887], [-6.357, -5.531, -0.901], [5.801, 3.218, -1.965], [-0.011, -2.409, 0.236], [6.668, 2.506, -0.246], [0.008, 3.483, 4.830], [0.501, -3.863, -3.976], [0.335, -1.358, 7.134], [1.331, -2.261, 2.396], [-6.304, -2.218, 2.871], [2.430, -5.754, 1.266], [0.114, -3.818, -0.789], [-7.066, 3.340, 1.098]]
}

[4]
{
  "formula": "C21H24N2O2P2Re",
  "method": "ωB97M-V/def2-TZVPD",
  "charge": 2,
  "fmax_ev_per_a": 6.42,
  "multiplicity": 4,
  "orbital_gap_ev": [6.79, 5.30],
  "total_energy_ha": -1835.05547,
  "elements": ["Re", "P", "P", "O", "O", "N", "N", "C", "C", "C", "C", "C", "C", "C", "C", "C", "C", "C", "C", "C", "C", "C", "C", "C", "C", "C", "C", "C", "H", "H", "H", "H", "H", "H", "H", "H", "H", "H", "H", "H", "H", "H", "H", "H", "H", "H", "H", "H", "H", "H", "H", "H"],
  "coordinates": [[-0.192, -0.260, 1.329], [-0.060, -2.409, 0.909], [-2.168, 0.861, 0.996], [-0.767, -0.004, 5.463], [2.910, -0.206, 1.584], [-0.402, 0.168, 3.115], [0.352, 0.267, -0.616], [3.690, -1.682, -2.261], [3.699, -0.306, -2.074], [2.555, 1.856, -1.571], [1.422, -0.409, -1.233], [1.237, -3.350, 1.793], [-1.536, 3.164, -1.937], [-3.540, 0.003, 1.775], [1.412, -1.831, -1.381], [-0.577, 0.099, 4.299], [1.128, 2.375, -1.522], [-0.489, 4.001, -2.330], [2.555, -2.419, -1.912], [0.832, 3.618, -2.089], [2.572, 0.344, -1.580], [0.059, 1.535, -1.135], [0.269, -2.732, -0.884], [-1.297, 1.947, -1.313], [-1.664, -3.144, 1.327], [-2.122, 2.560, 1.656], [1.737, -0.183, 1.553], [-2.494, 1.141, -0.805], [-3.617, -1.011, 1.360], [2.546, -3.497, -2.064], [1.660, 4.260, -2.395], [-3.304, -0.060, 2.848], [-2.574, 3.397, -2.186], [-1.294, 3.112, 1.185], [-0.722, 4.950, -2.817], [-4.468, 0.567, 1.619], [-3.072, 3.078, 1.454], [1.072, -3.201, 2.870], [-1.937, 2.495, 2.738], [4.558, 0.294, -2.379], [-1.944, -2.763, 2.321], [-2.424, -2.812, 0.606], [-0.675, -2.608, -1.448], [4.575, -2.183, -2.651], [-1.622, -4.239, 1.355], [0.587, -3.782, -1.007], [1.203, -4.426, 1.566], [2.919, 2.167, -2.585], [-3.443, 1.703, -0.894], [3.282, 2.340, -0.903], [2.231, -2.951, 1.542], [-2.656, 0.161, -1.290]]
}